Record 1
A 9-piece molecular cluster, C37H50N9O2 overall, computed with ωB97M-V with the def2-TZVPD basis set.

The geometry in XYZ format:
```
98
Properties=species:S:1:pos:R:3:forces:R:3:lowdin_charge:R:1
N 2.428 2.963 4.186 -0.2 0.3 0.0 -0.119
C 3.866 3.254 4.576 0.3 -0.1 0.0 -0.406
C 4.769 2.471 3.622 -0.2 -0.1 0.1 -0.334
C 4.927 0.955 3.916 0.2 0.1 -0.2 -0.234
C 5.940 0.724 5.030 -0.3 0.0 0.2 -0.140
C 6.331 -0.710 5.233 -0.3 -0.3 -0.4 -0.493
O 5.914 -1.655 4.608 0.4 0.4 0.3 0.094
O 7.310 -0.922 6.185 -0.2 -0.4 0.3 0.048
H 2.401 2.384 3.349 0.0 -0.3 0.1 -0.020
H 1.923 2.469 4.917 0.0 -0.1 0.0 0.007
H 4.006 2.797 5.579 0.0 0.1 0.0 -0.022
H 5.778 2.908 3.556 -0.1 0.0 0.0 0.066
H 4.357 2.548 2.603 0.1 0.1 0.1 0.077
H 3.950 0.542 4.201 0.1 0.0 -0.1 0.102
H 5.278 0.421 3.020 -0.1 -0.1 0.1 0.096
H 5.535 1.100 5.984 0.1 0.0 -0.1 0.125
H 6.854 1.307 4.854 -0.1 -0.2 0.0 0.129
H 7.047 -0.498 7.014 0.1 0.4 -0.2 0.091
N 7.295 -1.467 9.858 0.0 0.0 -0.1 -0.003
C 7.226 -0.570 10.890 0.0 0.0 0.0 -0.145
C 5.987 -0.686 11.461 0.0 0.0 0.0 -0.114
C 5.281 -1.691 10.743 0.0 0.0 0.0 -0.112
C 6.115 -2.153 9.761 0.0 0.0 0.0 -0.143
H 8.089 -1.601 9.259 0.0 0.0 0.0 0.140
H 8.057 0.071 11.126 0.0 0.0 0.0 0.103
H 5.623 -0.111 12.295 0.0 0.0 0.0 0.088
H 4.275 -2.029 10.924 0.0 0.0 0.0 0.089
H 5.970 -2.904 9.002 0.0 0.0 0.0 0.109
N 0.489 0.768 1.949 0.0 0.0 -0.1 0.035
C -0.219 0.230 0.914 0.0 0.0 0.0 -0.153
C -0.895 -0.864 1.393 0.0 0.0 0.0 -0.136
C -0.573 -0.985 2.772 0.0 0.0 0.0 -0.128
C 0.287 0.038 3.080 0.0 0.0 0.1 -0.137
H 1.082 1.578 1.896 0.0 0.0 0.0 0.133
H -0.179 0.665 -0.070 0.0 0.0 0.0 0.098
H -1.540 -1.513 0.821 0.0 0.0 0.0 0.075
H -0.923 -1.739 3.457 0.0 0.0 0.0 0.087
H 0.775 0.309 4.001 0.0 0.0 0.0 0.102
N -1.226 -1.531 -3.430 0.0 0.0 0.0 0.004
C -1.461 -1.318 -2.098 0.1 0.1 -0.1 -0.120
C -2.778 -0.972 -1.960 -0.1 0.0 0.0 -0.110
C -3.362 -0.984 -3.258 0.0 0.1 0.0 -0.119
C -2.383 -1.337 -4.145 0.1 0.0 -0.1 -0.148
H -0.339 -1.796 -3.820 0.0 -0.1 0.1 0.146
H -0.677 -1.426 -1.367 0.0 0.0 0.0 0.093
H -3.279 -0.738 -1.035 0.0 0.0 0.0 0.098
H -4.389 -0.769 -3.503 0.0 -0.1 0.0 0.077
H -2.408 -1.465 -5.215 0.0 0.0 0.0 0.112
N -0.160 1.116 -5.448 0.0 0.0 0.0 0.008
C -0.283 2.451 -5.175 0.0 0.0 0.0 -0.141
C 0.398 3.141 -6.143 0.0 0.0 0.0 -0.109
C 0.953 2.183 -7.035 0.0 0.0 0.0 -0.114
C 0.591 0.944 -6.578 0.0 0.0 0.0 -0.147
H -0.560 0.377 -4.899 -0.1 0.0 0.1 0.099
H -0.840 2.796 -4.320 0.0 0.0 0.0 0.103
H 0.489 4.212 -6.204 0.0 0.0 0.0 0.090
H 1.550 2.382 -7.909 0.0 0.0 0.0 0.087
H 0.802 -0.040 -6.962 0.0 0.0 0.0 0.102
N -3.606 2.277 -2.050 0.1 0.0 -0.1 0.014
C -4.125 2.616 -0.834 -0.1 0.0 0.0 -0.133
C -5.009 3.646 -1.030 0.0 0.0 0.0 -0.111
C -5.016 3.942 -2.421 0.0 0.0 0.0 -0.110
C -4.132 3.083 -3.020 0.0 -0.1 0.0 -0.157
H -2.936 1.544 -2.214 0.0 -0.1 0.1 0.109
H -3.827 2.098 0.062 0.0 0.0 0.0 0.109
H -5.583 4.135 -0.262 0.0 0.0 0.0 0.088
H -5.595 4.700 -2.921 0.0 0.0 0.0 0.088
H -3.828 2.978 -4.049 0.0 0.1 0.0 0.093
N -4.929 1.103 -5.916 0.0 0.0 0.0 0.012
C -4.083 1.267 -6.978 0.0 0.0 0.0 -0.137
C -4.836 1.230 -8.122 0.0 0.0 0.0 -0.111
C -6.190 1.035 -7.732 0.0 0.0 0.0 -0.111
C -6.213 0.965 -6.364 0.0 0.0 0.0 -0.153
H -4.648 1.091 -4.951 0.0 0.0 0.0 0.101
H -3.023 1.398 -6.831 0.0 0.0 0.0 0.100
H -4.459 1.330 -9.126 0.0 0.0 0.0 0.087
H -7.046 0.955 -8.381 0.0 0.0 0.0 0.087
H -7.027 0.827 -5.674 0.0 0.0 0.0 0.106
N -7.823 -3.712 -3.653 0.0 0.0 0.0 -0.002
C -6.661 -4.429 -3.750 0.0 0.0 0.0 -0.141
C -5.740 -3.648 -4.394 0.0 0.0 0.0 -0.108
C -6.371 -2.411 -4.698 0.0 0.0 0.0 -0.119
C -7.655 -2.482 -4.228 0.0 0.0 0.0 -0.138
H -8.668 -4.038 -3.224 0.0 0.0 0.0 0.140
H -6.589 -5.426 -3.350 0.0 0.0 0.0 0.104
H -4.724 -3.927 -4.616 0.0 0.0 0.0 0.089
H -5.932 -1.567 -5.204 0.0 0.0 -0.1 0.068
H -8.457 -1.765 -4.251 0.0 0.0 0.0 0.104
N 3.765 -2.468 2.318 0.0 -0.1 0.1 0.026
C 4.476 -2.256 1.174 0.0 0.0 0.0 -0.147
C 3.602 -2.311 0.119 0.0 0.0 0.0 -0.121
C 2.309 -2.563 0.656 0.0 0.0 0.0 -0.123
C 2.446 -2.653 2.018 0.1 0.0 0.0 -0.140
H 4.161 -2.462 3.245 0.1 0.2 0.0 0.118
H 5.536 -2.073 1.210 0.0 0.0 0.0 0.105
H 3.859 -2.176 -0.919 0.0 0.0 0.0 0.079
H 1.384 -2.659 0.113 0.0 0.0 0.0 0.072
H 1.717 -2.824 2.790 0.0 0.0 0.0 0.098
```
Positions in Å, forces in eV/Å.

## Properties
ΔE to the lowest compared entry with this formula, charge and spin = 0.0 kJ/mol
DFT total energy = -2083.05001 hartree
Orbital gap = 2.9 eV
HOMO energy = -1.1 eV
Charge = -1

Record 2
A 2-piece molecular cluster, C2H4N2 overall at a distorted geometry, computed with ωB97M-V with the def2-TZVPD basis set.

The geometry in XYZ format:
```
8
Properties=species:S:1:pos:R:3:forces:R:3:nbo_charge:R:1
C -1.914 -0.230 0.016 0.2 -3.8 0.1 -0.189
C 1.946 0.280 0.016 -1.5 2.0 -1.2 -0.209
N -0.971 0.497 0.228 2.5 1.9 0.2 -0.205
N 1.037 -0.553 0.076 -1.2 -0.5 0.5 -0.204
H -2.869 0.177 -0.022 -2.0 0.8 -0.2 0.194
H -1.838 -1.369 -0.030 0.1 1.3 -0.2 0.194
H 2.881 -0.219 -0.094 1.4 0.3 0.1 0.208
H 1.729 1.418 -0.189 0.7 -2.0 0.7 0.210
```
Positions in Å, forces in eV/Å.

## Properties
ΔE to the lowest compared entry with this formula, charge and spin = 446.0 kJ/mol
DFT total energy = -187.94843 hartree
Orbital gap (alpha / beta) = 9.6 / 9.4 eV
HOMO energy (alpha / beta) = -9.2 / -9.1 eV

Record 3
A 2-piece molecular cluster, CH4I2N3 overall at a distorted geometry, computed with ωB97M-V with the def2-TZVPD basis set.

The geometry in XYZ format:
```
10
Properties=species:S:1:pos:R:3:forces:R:3:nbo_charge:R:1
C -0.281 0.601 -0.117 5.2 -1.9 0.3 0.665
N -0.760 -0.602 -0.398 -1.2 2.1 0.7 -0.792
N -0.732 1.720 0.227 -1.2 2.3 0.1 -0.734
N 1.756 0.510 0.000 -4.6 -1.6 -0.9 -0.812
I -2.928 1.923 -0.040 1.8 0.3 0.4 0.434
I 2.542 2.300 -0.031 0.3 1.1 0.4 0.483
H -1.829 -0.580 -0.279 2.0 -1.3 -0.4 0.441
H -0.085 -1.389 -0.395 -1.2 0.6 -0.2 0.472
H -0.040 2.559 0.487 -1.8 -2.0 -0.8 0.473
H 1.614 0.085 0.913 0.7 0.4 0.6 0.370
```
Positions in Å, forces in eV/Å.

## Properties
ΔE to the lowest compared entry with this formula, charge and spin = 293.7 kJ/mol
DFT total energy = -799.76618 hartree
Orbital gap = 6.9 eV
HOMO energy = -13.4 eV
Charge = +1

Record 4
C29H29N6O6RuSTe as an isolated structure at a distorted geometry, computed with ωB97M-V with the def2-TZVPD basis set.

The geometry in XYZ format:
```
73
Properties=species:S:1:pos:R:3:forces:R:3:lowdin_spin:R:1
Ru 0.325 -2.204 0.354 0.7 -2.2 1.6 0.124
C 3.858 -1.120 -1.940 -0.3 -0.1 0.0 0.001
C 2.487 -1.564 -1.513 1.2 0.1 2.9 0.002
N 2.202 -1.793 -0.220 -0.4 0.1 -2.3 -0.005
N 3.173 -1.691 0.723 1.3 0.8 -0.3 -0.001
C 3.053 -2.229 1.950 -0.6 -1.0 1.1 -0.001
N 4.067 -1.979 2.832 -0.3 0.2 -0.8 0.000
S 1.773 -3.234 2.380 0.0 0.5 -0.7 -0.057
C 1.406 -1.789 -2.389 -2.1 -0.6 -1.5 -0.004
C 1.436 -1.566 -3.789 0.5 0.0 1.2 0.006
C 0.370 -1.943 -4.558 -0.9 -0.4 0.0 -0.008
C -0.744 -2.542 -3.950 0.7 0.3 -0.2 0.009
C -0.752 -2.668 -2.576 -0.5 -0.4 -0.2 0.013
N 0.270 -2.306 -1.813 0.9 1.0 0.2 0.067
H 4.624 -1.758 -1.494 0.0 0.0 0.0 0.000
H 4.039 -0.085 -1.636 0.0 0.0 0.0 0.000
H 3.976 -1.181 -3.017 0.0 0.0 0.0 0.000
H 4.050 -1.235 0.474 -0.4 -0.2 0.0 0.000
H 4.629 -1.157 2.692 0.2 0.0 0.1 0.000
H 3.892 -2.240 3.788 0.0 -0.1 -0.1 -0.001
H 2.297 -1.091 -4.229 0.1 0.0 -0.1 0.001
H 0.381 -1.795 -5.626 0.0 0.1 -0.1 -0.001
H -1.586 -2.874 -4.535 -0.1 0.0 0.0 0.001
H -1.605 -3.100 -2.058 0.2 0.1 0.0 0.003
O -3.653 -6.706 2.306 0.1 0.2 -0.1 0.009
C -2.943 -5.870 1.802 0.0 -0.2 0.2 0.004
C -2.996 -4.374 2.045 0.2 0.2 -0.3 0.001
O -3.828 -3.787 2.708 -0.1 0.1 0.2 0.000
C -1.863 -3.822 1.308 0.2 -2.6 -0.3 -0.007
C -1.094 -4.849 0.660 -2.3 0.4 1.6 0.008
O -0.029 -4.609 0.064 1.5 1.2 -1.3 0.072
C -1.828 -6.137 0.806 0.1 0.3 -0.4 0.008
O -1.644 -7.167 0.198 0.1 -0.2 0.1 0.012
O -1.512 -2.601 1.214 0.7 1.5 0.3 0.035
C -0.008 6.203 0.900 0.2 -0.1 -0.1 0.000
C 1.221 5.315 0.754 -0.2 0.1 -0.2 0.000
N 1.085 4.067 1.492 0.1 0.1 0.0 0.000
C 1.858 3.905 2.706 0.1 0.0 0.3 0.000
C 1.363 4.778 3.860 0.2 -0.2 -0.2 0.000
C 0.313 3.106 0.941 0.0 -0.3 0.0 0.000
O -0.229 3.225 -0.144 0.0 0.1 -0.1 0.000
C 0.152 1.828 1.713 -0.2 -0.1 0.3 -0.001
C -0.633 1.733 2.864 0.3 -0.4 -0.5 0.006
C -0.822 0.481 3.432 0.1 0.3 0.0 0.002
C -0.227 -0.620 2.852 0.1 -0.3 0.2 0.003
N 0.501 -0.541 1.731 -0.8 0.5 -0.9 -0.003
C 0.665 0.664 1.169 0.2 0.2 0.2 0.002
H 0.152 7.133 0.363 -0.1 0.2 -0.1 0.000
H -0.208 6.427 1.943 0.0 0.1 0.1 0.000
H -0.872 5.701 0.477 -0.1 0.0 0.0 0.000
H 2.116 5.821 1.117 0.0 0.0 0.0 0.000
H 1.353 5.066 -0.304 0.1 0.1 0.1 0.000
H 2.901 4.164 2.480 -0.1 -0.1 0.1 0.000
H 1.825 2.851 3.002 0.1 0.2 -0.1 0.000
H 1.463 5.834 3.620 0.0 0.1 0.0 0.000
H 1.962 4.569 4.743 0.0 0.1 0.1 0.000
H 0.321 4.563 4.088 -0.1 0.0 0.0 0.000
H -1.096 2.613 3.278 -0.1 0.1 0.1 0.000
H -1.429 0.349 4.313 -0.1 0.0 0.1 0.000
H -0.318 -1.603 3.296 -0.2 0.1 -0.2 0.000
H 1.247 0.700 0.251 -0.2 0.0 0.0 0.000
Te -2.165 -0.348 -0.253 -0.8 0.0 -0.6 0.580
C -2.918 0.201 -2.172 0.6 0.1 0.6 0.050
C -3.579 -0.721 -2.972 0.0 -0.2 0.1 0.021
C -4.084 -0.344 -4.202 0.0 -0.1 -0.2 -0.003
C -3.953 0.963 -4.641 0.0 0.0 0.0 0.025
C -3.306 1.886 -3.837 0.0 0.2 -0.1 -0.002
C -2.782 1.512 -2.613 0.1 0.1 0.0 0.027
H -3.702 -1.740 -2.628 0.0 -0.1 0.1 0.000
H -4.579 -1.079 -4.818 -0.1 -0.1 -0.1 -0.001
H -4.356 1.260 -5.599 0.0 0.0 0.0 0.002
H -3.195 2.909 -4.165 0.0 0.1 -0.1 -0.001
H -2.266 2.236 -1.998 0.1 0.0 0.0 0.001
```
Positions in Å, forces in eV/Å.

## Properties
ΔE to the lowest compared entry with this formula, charge and spin = 51.3 kJ/mol
DFT total energy = -2663.46330 hartree
Orbital gap (alpha / beta) = 4.4 / 4.4 eV
HOMO energy (alpha / beta) = -6.1 / -6.0 eV
Multiplicity = 2
⟨S²⟩ = 1.19

Record 5
A single C3H5NO3 molecule at a distorted geometry, computed with ωB97M-V with the def2-TZVPD basis set.

The geometry in XYZ format:
```
12
Properties=species:S:1:pos:R:3:forces:R:3:nbo_charge:R:1
O -3.312 0.725 0.318 1.3 -1.8 -2.0 -0.267
N -2.237 0.266 0.467 1.5 0.8 3.1 0.353
O -1.658 -0.622 -0.460 -4.1 0.6 -2.1 -0.409
C -0.421 -1.257 -0.204 1.7 4.2 -2.4 -0.082
C 0.554 -0.243 0.408 1.2 -0.4 1.4 -0.336
C 1.321 0.700 -0.157 -1.4 -0.9 -0.6 0.164
O 2.144 1.617 0.429 -2.0 -2.6 2.7 -0.655
H -0.180 -1.646 -1.222 0.2 0.5 0.7 0.206
H -0.572 -2.055 0.382 -0.4 -2.8 2.5 0.187
H 0.645 -0.366 1.487 0.0 0.2 -0.1 0.206
H 1.182 0.787 -1.216 0.4 0.4 -0.7 0.155
H 2.535 2.094 -0.233 1.6 2.0 -2.5 0.478
```
Positions in Å, forces in eV/Å.

## Properties
ΔE to the lowest compared entry with this formula, charge and spin = 562.4 kJ/mol
DFT total energy = -397.62250 hartree
Orbital gap = 9.8 eV
SMILES = O=NOC/C=C/O
HOMO energy = -9.2 eV